# 1
A structure of composition C49H72BaN2O3S4, computed with wB97M-V/def2-TZVPD.

Output
Total charge ... -2
Relative energy (zero: lowest compared OMol25 entry of this formula, charge and spin) ... 10.1 kcal per mole
Orbital gap ... 3.7 eV

Element x y z (Å)
1 Ba -0.697 1.096 1.115
2 C 0.906 4.413 -1.976
3 C 1.081 3.451 -3.153
4 S -0.298 2.359 -3.558
5 C -1.536 3.511 -4.167
6 C -2.321 4.346 -3.139
7 S -2.333 3.624 -1.397
8 C -2.722 5.253 -0.661
9 C -2.901 5.201 0.856
10 S -1.903 4.079 1.842
11 C -0.228 4.776 1.928
12 C 0.558 5.018 0.629
13 S 1.038 3.585 -0.391
14 H -0.061 4.913 -2.051
15 H 1.676 5.189 -2.057
16 H 1.920 2.776 -2.965
17 H 1.347 4.034 -4.041
18 H -2.223 2.874 -4.727
19 H -1.072 4.176 -4.901
20 H -3.353 4.464 -3.463
21 H -1.881 5.343 -3.067
22 H -3.646 5.638 -1.108
23 H -1.916 5.947 -0.918
24 H -3.915 4.861 1.075
25 H -2.816 6.216 1.254
26 H 0.310 4.052 2.545
27 H -0.231 5.724 2.474
28 H 1.465 5.561 0.916
29 H -0.018 5.685 -0.015
30 C 2.331 -5.849 2.011
31 C 1.178 -5.740 1.003
32 C 1.770 -5.694 -0.412
33 C 0.334 -7.008 1.121
34 C 0.364 -4.470 1.263
35 C 1.039 -3.234 1.237
36 C 0.384 -2.009 1.385
37 N 0.913 -0.750 1.435
38 C 2.220 -0.357 1.269
39 C 3.259 -1.078 0.674
40 C 4.587 -0.618 0.670
41 C 4.867 0.569 1.308
42 C 3.866 1.388 1.875
43 C 2.519 1.013 1.722
44 O 1.516 1.824 1.968
45 C 4.286 2.702 2.552
46 C 3.366 3.105 3.712
47 C 4.322 3.847 1.533
48 C 5.693 2.578 3.158
49 C 5.719 -1.426 0.023
50 C 6.717 -1.879 1.099
51 C 6.462 -0.568 -1.009
52 C 5.203 -2.675 -0.691
53 C -1.071 -2.058 1.589
54 O -1.693 -0.898 1.702
55 C -1.725 -3.285 1.687
56 C -0.995 -4.485 1.487
57 C -3.218 -3.327 2.030
58 C -4.045 -2.641 0.936
59 C -3.738 -4.761 2.155
60 C -3.468 -2.640 3.380
61 H 2.907 -6.766 1.840
62 H 1.944 -5.870 3.033
63 H 3.014 -5.004 1.940
64 H 2.371 -6.588 -0.615
65 H 2.407 -4.819 -0.545
66 H 0.973 -5.635 -1.158
67 H 0.960 -7.886 0.936
68 H -0.482 -7.016 0.395
69 H -0.106 -7.107 2.115
70 H 2.112 -3.236 1.130
71 H 3.009 -2.004 0.184
72 H 5.902 0.888 1.368
73 H 2.343 3.253 3.390
74 H 3.761 4.023 4.165
75 H 3.347 2.324 4.477
76 H 3.342 4.006 1.086
77 H 5.013 3.613 0.718
78 H 4.653 4.775 2.016
79 H 5.775 1.700 3.801
80 H 5.902 3.470 3.758
81 H 6.475 2.509 2.400
82 H 7.121 -1.023 1.641
83 H 7.552 -2.432 0.652
84 H 6.223 -2.526 1.825
85 H 6.922 0.304 -0.542
86 H 5.773 -0.204 -1.774
87 H 7.250 -1.151 -1.501
88 H 4.711 -3.365 -0.002
89 H 6.042 -3.206 -1.154
90 H 4.484 -2.429 -1.474
91 H -1.517 -5.431 1.517
92 H -3.953 -3.209 0.005
93 H -3.708 -1.623 0.758
94 H -5.107 -2.621 1.209
95 H -3.640 -5.319 1.221
96 H -4.800 -4.730 2.419
97 H -3.213 -5.321 2.933
98 H -3.141 -1.604 3.359
99 H -2.920 -3.160 4.171
100 H -4.537 -2.673 3.623
101 C -3.435 2.532 -0.902
102 C -4.870 2.692 -1.039
103 C -5.693 2.147 -0.019
104 C -7.074 2.201 -0.053
105 C -7.749 2.809 -1.112
106 C -6.981 3.350 -2.135
107 C -5.594 3.291 -2.103
108 H -5.199 1.654 0.811
109 H -7.630 1.755 0.766
110 H -8.831 2.844 -1.140
111 H -7.470 3.819 -2.984
112 H -5.043 3.698 -2.941
113 O -0.444 0.301 -1.097
114 C -1.183 -0.581 -1.555
115 C -0.632 -1.944 -1.898
116 C -0.952 -2.461 -3.325
117 C -1.715 -1.485 -4.219
118 C -3.192 -1.365 -3.838
119 C -3.384 -1.285 -2.325
120 N -2.489 -0.336 -1.707
121 H -1.001 -2.645 -1.142
122 H 0.440 -1.870 -1.727
123 H -1.521 -3.393 -3.248
124 H -0.010 -2.726 -3.809
125 H -1.629 -1.794 -5.265
126 H -1.245 -0.499 -4.159
127 H -3.748 -2.236 -4.205
128 H -3.630 -0.483 -4.313
129 H -3.231 -2.270 -1.877
130 H -4.402 -0.987 -2.069
131 H -2.819 0.619 -1.439

---

# 2
An isolated molecule of C3H3N3, computed with wB97M-V/def2-TZVPD.

Output
Relative energy (zero: lowest compared OMol25 entry of this formula, charge and spin) ... 107.8 kcal per mole
Orbital gap (spin up / spin down) ... 10.0 / 6.5 eV

Element x y z (Å)
1 N -0.426 -1.175 -0.300
2 C 0.108 0.552 0.622
3 C 0.872 -0.458 -0.106
4 N 2.036 -0.663 -0.390
5 C -0.346 1.760 0.025
6 N -0.744 2.716 -0.500
7 H -0.594 -2.063 0.171
8 H -0.864 -1.118 -1.218
9 H -0.041 0.448 1.696

---

# 3
A structure of composition C2H3B4F16NNi, computed with wB97M-V/def2-TZVPD.

Output
Multiplicity ... 3
Expectation value of S² ... 2.0023
Total charge ... -2
Relative energy (zero: lowest compared OMol25 entry of this formula, charge and spin) ... 52.6 kcal per mole
Orbital gap (spin up / spin down) ... 9.1 / 9.1 eV

Element x y z (Å)
1 Ni 0.197 0.461 -0.140
2 B 1.433 1.241 -2.184
3 F 0.090 1.296 -2.004
4 F 1.968 0.479 -1.201
5 F 1.651 0.846 -3.458
6 F 1.767 2.485 -1.980
7 B -2.347 -0.055 0.528
8 F -3.053 0.659 1.424
9 F -2.942 -1.244 0.074
10 F -2.000 0.714 -0.500
11 F -1.186 -0.623 1.033
12 B 1.853 -0.207 2.748
13 F 0.848 -0.444 3.617
14 F 2.667 -1.287 2.765
15 F 1.271 -0.150 1.508
16 F 2.525 0.873 3.244
17 B -0.062 2.709 1.841
18 F 0.107 2.455 0.526
19 F -0.958 3.764 2.060
20 F -0.601 1.537 2.406
21 F 1.187 2.916 2.437
22 C -1.029 -3.421 -2.691
23 C -0.236 -2.332 -2.038
24 N 0.358 -1.538 -1.457
25 H -1.785 -3.762 -1.983
26 H -0.370 -4.264 -2.895
27 H -1.351 -3.107 -3.684

---

# 4
A structure of composition C13H16FeNO4, computed with wB97M-V/def2-TZVPD.

Output
Multiplicity ... 5
Expectation value of S² ... 6.0879
Total charge ... +1
Relative energy (zero: lowest compared OMol25 entry of this formula, charge and spin) ... 0.0 kcal per mole
Orbital gap (spin up / spin down) ... 5.4 / 4.5 eV

Element x y z (Å)
1 O -1.748 0.439 -2.119
2 C -0.586 0.515 -2.153
3 Fe 1.123 0.178 -1.922
4 C 0.783 -1.536 -2.102
5 O 0.305 -2.596 -2.062
6 C 1.732 0.524 -3.526
7 O 2.018 0.512 -4.654
8 C -1.191 -1.410 2.218
9 C -1.348 0.025 1.819
10 C -0.245 0.474 0.894
11 C 0.891 -0.274 0.655
12 C 0.999 -1.574 1.205
13 C 0.043 -2.029 2.130
14 H -2.078 -2.007 2.396
15 H -2.343 0.191 1.361
16 H -1.351 0.714 2.694
17 H -0.413 1.430 0.393
18 H 1.762 0.108 0.071
19 H 1.771 -2.259 0.848
20 H 0.257 -2.916 2.728
21 C -5.292 -0.487 2.515
22 C -4.407 -1.606 3.024
23 N -3.248 -0.993 3.696
24 C -3.562 -0.005 4.734
25 C -4.617 0.982 4.253
26 O -5.709 0.343 3.595
27 H -4.717 0.076 1.753
28 H -6.227 -0.893 2.100
29 H -4.979 -2.248 3.713
30 H -4.037 -2.192 2.181
31 H -2.689 -1.721 4.144
32 H -3.923 -0.503 5.651
33 H -2.640 0.540 4.957
34 H -5.088 1.494 5.110
35 H -4.124 1.700 3.570

---

# 5
A structure of composition C43H49BN6Pt, computed with wB97M-V/def2-TZVPD.

Output
Orbital gap (spin up / spin down) ... 5.3 / 5.3 eV

Element x y z (Å)
1 Pt 0.011 -1.640 -0.612
2 C -3.693 1.158 2.641
3 C -3.598 1.202 1.259
4 C -2.892 0.229 0.582
5 C -2.270 -0.803 1.286
6 C -2.353 -0.832 2.679
7 C -3.070 0.141 3.347
8 N -1.614 -1.811 0.578
9 C -2.057 -3.090 0.682
10 C -3.196 -3.495 1.395
11 C -3.554 -4.825 1.450
12 C -2.812 -5.800 0.784
13 C -1.723 -5.442 0.023
14 C -1.339 -4.094 -0.050
15 N -0.323 -3.613 -0.778
16 N 0.475 -4.315 -1.532
17 C 1.472 -3.659 -2.106
18 C 2.409 -4.374 -2.892
19 C 3.484 -3.731 -3.432
20 C 3.645 -2.357 -3.187
21 C 2.702 -1.712 -2.424
22 N 1.620 -2.299 -1.908
23 H -4.243 1.918 3.175
24 H -4.092 1.988 0.707
25 H -2.828 0.232 -0.497
26 H -1.857 -1.624 3.221
27 H -3.147 0.100 4.424
28 H -3.800 -2.754 1.897
29 H -4.434 -5.108 2.008
30 H -3.116 -6.834 0.845
31 H -1.155 -6.168 -0.537
32 H 2.256 -5.434 -3.009
33 H 4.211 -4.272 -4.017
34 H 4.494 -1.813 -3.566
35 H 2.833 -0.659 -2.204
36 C -1.226 -1.331 -3.519
37 C -0.718 0.044 -3.956
38 C 0.790 0.200 -3.856
39 C -1.497 1.139 -3.252
40 C -2.668 1.441 -3.941
41 C -3.484 2.484 -3.581
42 C -3.075 3.273 -2.535
43 C -1.935 3.001 -1.780
44 C -1.731 4.104 -0.751
45 C -1.102 3.766 0.589
46 C -0.998 5.295 -1.384
47 C -1.152 1.860 -2.087
48 N -0.048 1.507 -1.235
49 B 0.250 0.405 -0.304
50 N 1.300 0.926 0.567
51 C 1.746 2.094 -0.013
52 C 0.966 2.425 -1.067
53 C 1.870 0.541 1.827
54 C 1.642 1.323 2.976
55 C 2.215 0.958 4.187
56 C 3.049 -0.133 4.294
57 C 3.305 -0.877 3.164
58 C 2.723 -0.565 1.943
59 C 3.049 -1.457 0.777
60 C 4.544 -1.438 0.452
61 C 2.540 -2.873 1.063
62 C 0.825 2.591 2.973
63 C 1.684 3.798 3.368
64 C -0.397 2.475 3.884
65 H -0.701 -2.121 -4.049
66 H -2.289 -1.422 -3.725
67 H -1.083 -1.464 -2.434
68 H -0.954 0.141 -5.024
69 H 1.094 0.185 -2.817
70 H 1.099 1.143 -4.303
71 H 1.288 -0.610 -4.388
72 H -2.929 0.849 -4.805
73 H -4.389 2.706 -4.125
74 H -3.664 4.142 -2.285
75 H -2.743 4.454 -0.525
76 H -0.026 3.889 0.534
77 H -1.359 2.757 0.897
78 H -1.472 4.458 1.343
79 H 0.056 5.081 -1.532
80 H -1.071 6.158 -0.726
81 H -1.430 5.558 -2.346
82 H 2.607 2.613 0.366
83 H 1.080 3.256 -1.738
84 H 2.004 1.550 5.065
85 H 3.500 -0.386 5.242
86 H 3.976 -1.718 3.227
87 H 2.507 -1.062 -0.083
88 H 5.130 -1.837 1.276
89 H 4.879 -0.420 0.255
90 H 4.735 -2.042 -0.433
91 H 2.940 -3.256 1.999
92 H 2.814 -3.559 0.265
93 H 1.449 -2.848 1.154
94 H 0.466 2.755 1.965
95 H 2.040 3.714 4.391
96 H 1.101 4.714 3.288
97 H 2.550 3.883 2.714
98 H -0.113 2.274 4.914
99 H -1.044 1.671 3.542
100 H -0.960 3.407 3.863

---

# 6
A structure of composition C3H6Cl2N2OP, computed with wB97M-V/def2-TZVPD.

Output
Total charge ... +1
Relative energy (zero: lowest compared OMol25 entry of this formula, charge and spin) ... 27.2 kcal per mole
Orbital gap ... 9.2 eV

Element x y z (Å)
1 C 1.527 1.554 -0.005
2 C -0.963 1.999 0.074
3 C 1.206 -1.745 0.130
4 N 0.470 2.010 0.070
5 N 1.732 -0.448 0.149
6 O 2.810 1.649 -0.031
7 P 3.260 -0.064 -0.041
8 Cl 4.560 -0.212 1.468
9 Cl 4.469 -0.094 -1.690
10 H -1.117 2.589 0.875
11 H -1.244 0.956 0.095
12 H -1.178 2.545 -0.878
13 H 1.990 -2.535 0.051
14 H 0.671 -1.952 1.149
15 H 0.363 -2.069 -0.451

---

# 7
A structure of composition C23H43HfN2O2P3, computed with wB97M-V/def2-TZVPD.

Output
Total charge ... +4
Relative energy (zero: lowest compared OMol25 entry of this formula, charge and spin) ... 62.1 kcal per mole
Orbital gap (spin up / spin down) ... 2.2 / 2.3 eV

Element x y z (Å)
1 Hf 1.433 0.716 -0.550
2 P 0.277 2.044 1.461
3 P -0.436 -1.499 0.397
4 P -1.734 1.255 -1.455
5 H 4.206 0.366 -0.861
6 C 3.458 1.128 -1.117
7 C 3.011 2.072 -0.097
8 H 3.496 2.053 0.890
9 C 1.376 2.468 2.859
10 C -1.178 1.407 2.366
11 C -0.318 3.705 0.969
12 C -0.164 -2.888 -0.783
13 C 0.018 -2.343 1.970
14 C -2.263 -1.623 0.589
15 C -1.801 2.663 -2.639
16 C -3.426 1.416 -0.727
17 C -1.972 -0.083 -2.709
18 H 3.653 1.503 -2.133
19 H 2.847 3.120 -0.399
20 H 2.325 2.870 2.489
21 H 1.586 1.576 3.462
22 H 0.885 3.222 3.487
23 H -0.942 0.446 2.841
24 H -2.036 1.269 1.698
25 H -1.450 2.128 3.149
26 H 0.500 4.264 0.497
27 H -0.649 4.245 1.867
28 H -1.150 3.635 0.256
29 H -1.061 -3.521 -0.827
30 H 0.699 -3.486 -0.466
31 H 0.045 -2.472 -1.774
32 H -0.834 -2.941 2.323
33 H 0.271 -1.600 2.736
34 H 0.882 -3.001 1.824
35 H -2.506 -2.655 0.882
36 H -2.785 -1.388 -0.344
37 H -2.608 -0.944 1.379
38 H -2.839 2.996 -2.774
39 H -1.396 2.341 -3.606
40 H -1.192 3.493 -2.263
41 H -4.091 1.879 -1.468
42 H -3.386 2.064 0.159
43 H -3.834 0.442 -0.434
44 H -2.464 0.351 -3.590
45 H -2.577 -0.912 -2.325
46 H -0.988 -0.461 -3.004
47 C 1.380 1.851 -3.681
48 C 1.621 0.858 -4.655
49 C 1.995 1.254 -5.933
50 C 2.109 2.606 -6.259
51 C 1.764 3.587 -5.325
52 C 1.446 3.224 -4.021
53 O 1.095 1.488 -2.433
54 H 1.029 -0.473 -1.981
55 H 1.539 -0.186 -4.342
56 H 2.200 0.489 -6.683
57 H 2.472 2.892 -7.250
58 H 1.753 4.641 -5.603
59 H 1.262 3.955 -3.231
60 N 4.495 -5.454 1.994
61 C 4.487 -4.242 2.640
62 O 4.966 -4.099 3.759
63 C 3.899 -3.094 1.880
64 C 3.649 -1.897 2.567
65 C 3.029 -0.827 1.929
66 N 2.594 -0.922 0.642
67 C 2.965 -2.021 -0.076
68 C 3.583 -3.121 0.515
69 H 4.783 -6.246 2.547
70 H 3.873 -5.643 1.225
71 H 3.928 -1.786 3.615
72 H 2.866 0.118 2.457
73 H 2.741 -2.000 -1.148
74 H 3.820 -3.974 -0.122

---

# 8
A cluster of 2 separate species, C5H13NO in total, computed with wB97M-V/def2-TZVPD.

Output
Relative energy (zero: lowest compared OMol25 entry of this formula, charge and spin) ... 65.6 kcal per mole
Orbital gap ... 9.9 eV

Element x y z (Å)
1 C -0.045 2.871 2.145
2 C -0.050 1.608 1.606
3 C -0.204 1.376 0.131
4 C -1.080 0.128 -0.158
5 C -0.699 -1.254 0.502
6 N 0.509 -1.701 -0.202
7 H -0.214 3.127 3.223
8 H 0.304 3.691 1.509
9 H 0.384 0.753 2.147
10 H -0.622 2.378 -0.394
11 H 0.840 1.320 -0.343
12 H -1.293 0.127 -1.201
13 H -2.105 0.484 0.226
14 H -1.431 -2.063 0.422
15 H -0.504 -1.042 1.572
16 H 1.293 -1.112 0.170
17 H 0.697 -2.670 0.081
18 O 1.030 -2.751 -3.937
19 H 1.375 -2.544 -3.003
20 H 1.816 -2.726 -4.498

---

# 9
A structure of composition C30H48P2RhTe, computed with wB97M-V/def2-TZVPD.

Output
Multiplicity ... 5
Expectation value of S² ... 6.0239
Total charge ... +1
Relative energy (zero: lowest compared OMol25 entry of this formula, charge and spin) ... 2.4 kcal per mole
Orbital gap (spin up / spin down) ... 3.9 / 1.9 eV

Element x y z (Å)
1 Rh 0.677 0.436 1.625
2 C 1.063 0.294 3.777
3 C 2.163 0.896 3.078
4 C 0.287 2.216 2.746
5 C -0.094 1.097 3.568
6 C 1.684 2.100 2.459
7 C 1.169 -0.923 4.634
8 H 2.040 -1.525 4.352
9 H 0.271 -1.543 4.546
10 H 1.281 -0.640 5.692
11 C -1.449 0.901 4.149
12 H -1.707 -0.166 4.201
13 H -2.202 1.391 3.529
14 H -1.512 1.322 5.162
15 C -0.619 3.321 2.316
16 H -0.681 4.109 3.076
17 H -1.628 2.935 2.150
18 H -0.264 3.774 1.388
19 C 2.521 3.089 1.711
20 H 2.954 3.821 2.407
21 H 1.916 3.632 0.979
22 H 3.344 2.588 1.190
23 C 3.563 0.380 3.042
24 H 4.194 0.905 3.773
25 H 4.006 0.522 2.049
26 H 3.588 -0.692 3.275
27 C -0.573 -1.272 0.834
28 C 0.530 -1.887 1.442
29 C 1.809 -2.278 0.785
30 C 2.276 -1.340 -0.363
31 C 2.006 0.134 -0.165
32 C 0.842 0.827 -0.555
33 C -0.349 0.207 -1.232
34 C -0.771 -1.157 -0.657
35 H 1.753 -3.308 0.390
36 H 1.859 -1.683 -1.322
37 H 2.595 -2.289 1.561
38 H -0.241 -1.975 -1.171
39 H -1.486 -1.296 1.451
40 H 0.290 -2.382 2.392
41 H -1.847 -1.290 -0.868
42 H -1.195 0.903 -1.105
43 H 0.956 1.906 -0.709
44 H -0.178 0.114 -2.319
45 H 3.368 -1.449 -0.429
46 H 2.913 0.746 -0.063
47 P -0.745 -0.294 -5.445
48 P -0.510 2.337 -6.846
49 C -0.826 -0.389 -7.321
50 C -1.179 0.971 -7.927
51 H -1.577 -1.146 -7.594
52 H 0.150 -0.736 -7.691
53 H -0.762 1.086 -8.940
54 H -2.269 1.100 -7.994
55 C -1.297 3.710 -7.806
56 H -0.882 4.666 -7.465
57 H -2.377 3.704 -7.616
58 H -1.112 3.590 -8.882
59 C 1.132 2.420 -7.706
60 H 0.989 2.397 -8.796
61 H 1.759 1.576 -7.394
62 H 1.625 3.358 -7.419
63 C -2.260 -1.311 -5.163
64 H -2.349 -1.547 -4.096
65 H -2.202 -2.238 -5.752
66 H -3.139 -0.731 -5.477
67 C 0.564 -1.563 -5.218
68 H 1.524 -1.134 -5.536
69 H 0.344 -2.459 -5.814
70 H 0.628 -1.825 -4.153
71 Te -2.539 -2.653 3.760
72 C -2.276 -2.647 5.808
73 C -3.174 -1.818 6.530
74 C -3.058 -1.763 7.919
75 C -2.061 -2.506 8.577
76 C -1.202 -3.347 7.857
77 C -1.289 -3.429 6.464
78 H -3.926 -1.261 5.970
79 H -3.749 -1.147 8.490
80 H -1.965 -2.427 9.660
81 H -0.461 -3.948 8.389
82 H -0.647 -4.065 5.857

---

| no. | strongest force on any atom (eV/Å) |
| --- | --- |
| 1 | 3.0 |
| 2 | 3.9 |
| 3 | 4.9 |
| 4 | 8.6 |
| 5 | 3.9 |
| 6 | 5.2 |
| 7 | 7.8 |
| 8 | 3.2 |
| 9 | 3.5 |